# C26H32BrO4Pt

A molecular structure, C26H32BrO4Pt in a non-equilibrium geometry (the ωB97M-V functional and the def2-TZVPD basis, the Open Molecules 2025 dataset).

```
64
Properties=species:S:1:pos:R:3:nbo_charge:R:1
O -1.2213 0.5600 -4.9249 -0.543
C 0.0687 0.9982 -4.4025 -0.056
C -0.3398 2.4665 -4.3880 -0.464
H 0.8855 0.7661 -5.0729 0.200
H 0.2365 0.5297 -3.4181 0.154
C -1.7443 1.8972 -4.7029 0.264
H 0.1140 3.0532 -5.1885 0.219
H -0.2269 2.9690 -3.4267 0.192
C -2.3432 2.4287 -5.9861 -0.623
H -1.6577 2.2814 -6.8196 0.224
H -2.5558 3.4997 -5.8848 0.215
H -3.3134 1.9542 -6.1691 0.221
C -2.6186 1.8861 -3.4498 -0.633
H -1.9974 2.1302 -2.5703 0.193
H -3.0394 0.8989 -3.2665 0.221
H -3.4155 2.6248 -3.5181 0.224
Pt 1.1184 -0.8305 -0.4385 1.003
C 1.3255 1.8496 0.8585 -0.144
C 2.3103 0.8362 0.7951 -0.148
C 2.6365 0.6009 -0.6322 -0.510
H 2.9168 0.4721 1.6110 0.271
C 1.8164 1.5743 -1.3748 -0.090
C 1.0783 2.3334 -0.4540 -0.275
H 0.5094 3.2358 -0.6877 0.251
H 0.9104 2.2628 1.7754 0.242
H 3.5776 0.1619 -0.9530 0.278
H 1.9056 1.7593 -2.4376 0.251
C -0.4866 -1.3215 1.5024 -0.046
C -1.3731 -0.2379 1.6063 -0.191
C -2.0316 -0.0509 0.3377 -0.242
H -1.5911 0.3091 2.5178 0.245
C -1.5643 -0.9874 -0.5756 -0.037
C -0.5604 -1.8589 0.1135 -0.596
H -0.4375 -2.9199 -0.0805 0.278
H 0.0005 -1.8057 2.3307 0.244
H -2.8391 0.6467 0.1824 0.248
H -1.9329 -1.1699 -1.5760 0.254
O 0.6927 -1.5794 -5.4050 -0.546
C 0.2099 -1.2765 -6.7520 -0.077
C 0.7533 -2.2235 -7.8327 -0.438
H 0.4678 -0.2329 -7.0250 0.170
H -0.8873 -1.2931 -6.7531 0.193
C 1.6689 -3.1685 -7.0617 -0.433
H 1.2942 -1.6838 -8.6110 0.217
H -0.0502 -2.7607 -8.3246 0.216
C 1.4905 -2.7662 -5.5813 -0.072
H 2.7149 -3.0424 -7.3610 0.213
H 1.3934 -4.2138 -7.2307 0.220
H 2.4624 -2.5878 -5.1174 0.173
H 1.0163 -3.5855 -5.0285 0.168
Br 1.7995 -0.1985 3.7414 0.087
C 1.6868 -2.0417 4.1408 -0.099
C 1.3399 -2.3264 5.4682 -0.239
C 1.2392 -3.6437 5.9132 -0.162
C 1.4020 -4.6881 4.9935 -0.204
C 1.6794 -4.4116 3.6538 -0.159
C 1.8895 -3.0894 3.2157 -0.155
C 2.5266 -2.8988 1.8382 0.734
O 3.2690 -3.7969 1.4540 -0.517
O 2.2980 -1.7958 1.1696 -0.547
H 1.1775 -1.4948 6.1462 0.238
H 1.0373 -3.8375 6.9656 0.238
H 1.3289 -5.7254 5.3272 0.237
H 1.7692 -5.2249 2.9323 0.248
```

## Properties
Total energy in a.u.: -4003.63904
HOMO-LUMO gap (spin up / spin down) in eV: 8.105 / 4.531
Charge: +1
Multiplicity: 5
Maximum force in eV Å⁻¹: 2.7
Highest occupied orbital energy (spin up / spin down) in eV: -11.4 / -11.4
Lowest unoccupied orbital energy (spin up / spin down) in eV: -3.287 / -6.861
Relative energy (zero: lowest compared OMol25 entry of this formula, charge and spin) in kcal/mol: 31.9


# C26H32Cl57N2OPSi

A molecular structure, C26H32Cl57N2OPSi in a non-equilibrium geometry (the ωB97M-V functional and the def2-TZVPD basis, the Open Molecules 2025 dataset).

```
120
Properties=species:S:1:pos:R:3:mulliken_charge:R:1
C 3.7136 0.1070 3.1793 -0.469
Si 3.8486 1.2673 1.6447 0.645
C 4.3879 0.2953 0.0852 -0.674
C 5.3145 2.4841 2.0543 -1.136
C 2.2976 2.3861 1.3751 1.358
C 1.8718 3.0971 2.7511 0.059
N 1.6003 3.7364 3.7306 -0.746
C 1.0689 1.6724 0.6142 0.371
C -0.0856 2.8005 0.4679 -0.292
N -0.9507 3.6351 0.5550 -0.397
P 0.2629 0.2257 1.5410 0.393
O -0.3764 -0.7131 0.4614 -0.367
H 3.3078 -0.8951 2.8005 -0.218
H 4.7918 -0.0172 3.5720 0.324
H 3.0034 0.5728 3.9430 0.339
H 5.0881 -0.5522 0.4487 0.150
H 5.0595 0.9999 -0.5379 0.361
H 3.5385 -0.1274 -0.5473 0.051
H 5.7774 2.1844 3.0737 0.324
H 6.0965 2.4750 1.2121 0.301
H 4.8839 3.5430 2.2312 0.249
H 2.6612 3.2509 0.6688 -0.988
H 1.3700 1.2901 -0.4211 0.544
H -0.8469 0.6848 2.3459 -0.216
H 1.1632 -0.5922 2.2946 0.032
C 3.2486 -3.6672 0.7910 -0.530
Cl 2.2170 -2.3161 0.2926 0.154
Cl 4.7693 -3.0822 1.4871 -0.089
Cl 2.3960 -4.7085 1.9421 -0.163
H 3.4842 -4.2556 -0.0929 0.573
C -3.6469 6.1430 -0.8411 0.057
Cl -5.2369 6.8946 -0.6482 -0.134
Cl -3.7643 4.6835 -1.8340 -0.113
Cl -2.4994 7.2873 -1.5531 -0.113
H -3.2801 5.8584 0.1436 0.297
C -1.1643 -1.9634 -2.2850 0.707
Cl -2.7102 -1.1416 -2.0333 -0.113
Cl -1.3842 -3.4119 -3.2768 -0.152
Cl 0.0081 -0.8681 -3.0310 -0.082
H -0.7763 -2.2679 -1.3144 -0.448
C -2.2104 -5.7976 -0.3963 -0.043
Cl -1.8503 -7.2660 -1.3127 -0.121
Cl -2.6835 -6.2003 1.2609 -0.075
Cl -0.8193 -4.7060 -0.3972 0.018
H -3.0449 -5.2895 -0.8773 0.221
C -0.3571 7.7915 -4.7503 0.419
Cl 0.4607 6.2367 -4.9615 -0.058
Cl 0.7773 9.0161 -4.1627 -0.128
Cl -1.1042 8.3129 -6.2671 -0.103
H -1.1425 7.6670 -4.0068 -0.124
C 4.7460 -2.9080 6.3525 -0.117
Cl 6.4957 -3.1570 6.2643 -0.116
Cl 4.3715 -1.1864 6.5171 -0.113
Cl 3.9493 -3.5868 4.9256 0.068
H 4.3698 -3.4257 7.2335 0.318
C -5.6188 -7.1014 3.2941 0.336
Cl -5.9690 -8.8322 3.1839 -0.126
Cl -7.0823 -6.1954 3.7040 -0.128
Cl -4.3454 -6.7987 4.4858 -0.114
H -5.2660 -6.7609 2.3221 0.031
C -5.5156 -9.1584 -2.2566 -0.041
Cl -4.8586 -10.2337 -1.0148 -0.110
Cl -5.2039 -7.4668 -1.8419 -0.070
Cl -4.8309 -9.5462 -3.8412 -0.121
H -6.5929 -9.3066 -2.3033 0.342
C -2.9620 0.0706 4.4730 -0.030
Cl -2.5413 -1.4005 3.5840 -0.069
Cl -3.4877 -0.3230 6.1152 -0.123
Cl -1.5885 1.1872 4.5101 -0.081
H -3.7866 0.5592 3.9569 0.323
C 5.4712 -7.1399 4.4991 -0.131
Cl 4.5919 -6.3165 3.2012 -0.006
Cl 7.2180 -6.9608 4.2775 -0.131
Cl 4.9784 -6.5168 6.0806 -0.073
H 5.2276 -8.1999 4.4586 0.341
C 2.9782 -0.7719 -5.4519 0.006
Cl 3.6318 -1.8567 -4.2166 -0.053
Cl 3.2756 0.9179 -5.0186 -0.109
Cl 3.6748 -1.1403 -7.0360 -0.139
H 1.9016 -0.9256 -5.5067 0.238
C 2.4186 6.2114 -0.0654 -0.007
Cl 3.2752 4.6680 -0.2258 -0.096
Cl 3.5072 7.4686 0.5346 -0.132
Cl 1.7090 6.6865 -1.6121 0.017
H 1.6136 6.0812 0.6567 0.267
C -7.1540 2.4595 -2.8611 0.126
Cl -8.3906 2.1573 -4.0917 -0.135
Cl -7.8080 3.4562 -1.5545 -0.119
Cl -6.5239 0.9337 -2.2242 -0.087
H -6.3327 3.0013 -3.3269 0.225
C 1.3144 4.3998 -8.4130 -0.016
Cl 1.9732 3.3207 -7.1745 -0.050
Cl 1.5977 6.0902 -7.9782 -0.100
Cl 2.0201 4.0351 -9.9944 -0.133
H 0.2397 4.2378 -8.4719 0.294
C -9.6711 -1.4100 -4.1566 0.339
Cl -9.7357 -1.5751 -5.9172 -0.126
Cl -11.1314 -2.0801 -3.4150 -0.129
Cl -8.2264 -2.2002 -3.5102 -0.105
H -9.6188 -0.3503 -3.9137 0.016
C 0.9111 -6.7499 7.4617 -0.035
Cl 1.7244 -5.4996 6.5101 -0.009
Cl 2.0220 -7.4483 8.6490 -0.126
Cl -0.5213 -6.0892 8.2635 -0.125
H 0.5909 -7.5406 6.7857 0.295
C 0.9362 6.3466 6.4165 0.480
Cl 0.5097 5.8621 8.0642 -0.133
Cl -0.3529 7.3270 5.7032 -0.128
Cl 2.4688 7.2320 6.4060 -0.129
H 1.0557 5.4470 5.8143 -0.051
C -4.3244 10.3155 -7.7797 0.035
Cl -3.9646 9.7553 -6.1407 -0.092
Cl -4.2486 8.9702 -8.9269 -0.119
Cl -5.9125 11.0937 -7.8377 -0.127
H -3.5727 11.0499 -8.0632 0.295
C 6.4061 -3.9509 -2.0998 -0.073
Cl 6.0615 -5.6813 -2.2299 -0.127
Cl 4.9354 -3.0535 -1.6944 0.050
Cl 7.6663 -3.6566 -0.8933 -0.115
H 6.7667 -3.5993 -3.0649 0.331
```

## Properties
Total energy in a.u.: -28056.25938
HOMO-LUMO gap in eV: 10.305
Maximum force in eV Å⁻¹: 5.9
Highest occupied orbital energy in eV: -10.3
Lowest unoccupied orbital energy in eV: -0.020


# C26H32N2O4

A molecular structure, C26H32N2O4 in a non-equilibrium geometry (the ωB97M-V functional and the def2-TZVPD basis, the Open Molecules 2025 dataset).

```
64
Properties=species:S:1:pos:R:3:nbo_charge:R:1
C 1.8662 0.8799 6.8592 -0.392
N 1.5296 -0.3261 6.1290 -0.496
C 2.0159 -1.5231 6.7895 -0.393
C 1.1418 -0.3403 4.7803 0.168
C 2.0774 -0.5371 3.7399 -0.248
C 1.6616 -0.6537 2.4135 -0.135
C 0.3120 -0.5784 2.0153 -0.066
C -0.1181 -0.9785 0.5650 -0.402
C -0.5078 0.1566 -0.3948 -0.294
C -1.6501 0.8675 0.3673 0.795
O -2.5123 0.1805 0.8877 -0.562
O -1.6988 2.1950 0.3727 -0.499
C -0.9491 2.9029 -0.6354 0.530
C -1.4983 2.6753 -2.0191 -0.672
C -0.9770 4.3820 -0.2623 -0.626
O 0.4069 2.4411 -0.5458 -0.516
C 0.6465 1.1097 -0.3993 0.832
O 1.7520 0.7916 -0.0109 -0.567
C -0.6021 -0.3755 3.0633 -0.214
C -0.2127 -0.2137 4.3956 -0.226
H 1.4967 1.7735 6.3438 0.210
H 1.4139 0.8165 7.8603 0.185
H 2.9592 0.9613 6.9898 0.168
H 1.7063 -2.4087 6.2251 0.211
H 3.1137 -1.5111 6.8855 0.167
H 1.5919 -1.5690 7.8035 0.187
H 3.1384 -0.5467 4.0081 0.211
H 2.4312 -0.7545 1.6539 0.214
H 0.7423 -1.5195 0.1376 0.238
H -0.9871 -1.6383 0.6793 0.244
H -1.5936 1.6214 -2.2778 0.231
H -2.4855 3.1486 -2.0820 0.226
H -0.8152 3.1499 -2.7328 0.241
H -0.6325 4.5268 0.7649 0.237
H -0.3326 4.9374 -0.9515 0.231
H -1.9982 4.7660 -0.3633 0.226
H -1.6581 -0.3001 2.8278 0.230
H -0.9381 0.0121 5.1850 0.217
C -1.6433 -3.6110 -3.7500 -0.404
C -2.5784 -3.5168 -2.5268 -0.406
C -2.0887 -2.3365 -1.6694 -0.208
N -1.0242 -1.6878 -2.4457 -0.503
C -0.3765 -0.5969 -1.9456 0.026
C 0.4006 0.1829 -3.0310 -0.106
C -0.1216 0.6194 -4.2795 -0.145
C 0.6985 1.3082 -5.1737 -0.247
C 2.0515 1.5443 -4.8828 -0.199
C 2.5809 0.9802 -3.7148 -0.215
C 1.7859 0.2748 -2.8402 -0.191
C -0.8286 -2.3065 -3.7469 -0.185
H -0.9921 -4.4866 -3.6671 0.206
H -2.2112 -3.7611 -4.6703 0.212
H -3.6101 -3.3603 -2.8549 0.205
H -2.5717 -4.4507 -1.9603 0.213
H -2.9437 -1.6727 -1.4260 0.189
H -1.6688 -2.7335 -0.7328 0.187
H -1.4329 0.1376 -1.4837 0.213
H -1.1523 0.4415 -4.5851 0.210
H 0.3006 1.7048 -6.1111 0.215
H 2.6960 2.1346 -5.5557 0.219
H 3.6245 1.1194 -3.4674 0.218
H 2.2094 -0.2300 -1.9799 0.239
H 0.2388 -2.5214 -3.9542 0.197
H -1.1791 -1.6973 -4.6126 0.167
```

## Properties
Total energy in a.u.: -1420.20109
HOMO-LUMO gap in eV: 6.912
Maximum force in eV Å⁻¹: 5.9
Highest occupied orbital energy in eV: -6.6
Lowest unoccupied orbital energy in eV: 0.350
Relative energy (zero: lowest compared OMol25 entry of this formula, charge and spin) in kcal/mol: 168.5